{"formula": "C6H13N2S", "method": "wB97M-V/def2-TZVPD", "energy_ha": -743.670197, "orbital_gap_ha": [0.279, 0.279], "lumo_ev": [-4.258, -4.257], "e_homo_ha": [-0.435, -0.436], "charge": 1, "species": ["C", "C", "C", "C", "C", "C", "N", "N", "S", "H", "H", "H", "H", "H", "H", "H", "H", "H", "H", "H", "H", "H"], "coordinates": [[-1.476036, 0.033889, -2.117112], [0.479559, 0.209285, -0.657881], [-1.651141, -1.497354, 1.659045], [1.752832, 0.775594, 1.265374], [2.764220, 0.403268, -1.198148], [-1.954957, -0.126273, 1.114554], [-0.283691, 0.211810, -1.626569], [1.683187, 0.322930, -0.191319], [-2.921874, -0.167911, -0.234523], [-1.971954, 0.848994, -2.657135], [-1.618334, -1.050912, -2.268318], [-1.508214, -1.548625, 2.687817], [-2.446429, -2.090473, 1.552147], [-0.738660, -1.907653, 1.102809], [1.978626, -0.120644, 1.855473], [2.505960, 1.432687, 1.248003], [0.888440, 1.239993, 1.422288], [3.316669, 1.207517, -0.961629], [3.360282, -0.447233, -1.000866], [2.462219, 0.393379, -2.293516], [-1.674116, 0.619899, 1.792330], [-2.946587, 1.257835, -0.492822]], "forces_ev_per_angstrom": [[-0.3, -1.8, -0.6], [-2.3, 0.4, -0.9], [3.5, 1.4, -2.0], [1.7, -4.8, -2.7], [-1.5, -2.4, -0.7], [0.1, -2.2, -0.7], [1.8, 1.0, 2.6], [-1.7, 0.2, -0.6], [1.0, 3.4, 0.5], [0.2, -0.6, 0.0], [-0.7, 0.8, -0.9], [0.8, 0.5, 1.9], [-3.1, -2.7, -1.1], [-1.3, 0.2, 1.0], [-0.2, 0.6, 0.2], [3.0, 2.5, 0.6], [-3.5, 1.6, 1.2], [2.0, 3.1, 0.4], [0.9, -1.0, -0.2], [-0.2, 0.1, 1.7], [0.0, 1.9, 0.0], [-0.4, -2.0, 0.5]]}